(1)
Computed, not measured: an isolated molecule of CH3ClN2O2, with wB97M-V/def2-TZVPD.

Calculated values
- E_LUMO (alpha / beta) (eV) = -0.01 / -3.55
- ΔE to the lowest compared entry with this formula, charge and spin (kcal per mole) = 47.83
- DFT total energy (Eh) = -759.81605
- frontier orbital gap (alpha / beta) (eV) = 8.77 / 7.27
- <S²> = 2.011
- HOMO (alpha / beta) (eV) = -8.77 / -10.81

```
! wB97M-V def2-TZVPD RIJCOSX def2/J DEFGRID3
* xyz 0 3
C -0.10 0.09 0.03
N -0.09 0.63 1.41
N -0.62 -0.22 2.46
O -1.33 -1.10 2.01
O -0.42 0.08 3.61
Cl 1.49 1.72 2.15
H 0.54 0.71 -0.57
H 0.12 -0.99 -0.05
H -1.19 0.31 -0.09
*
```

Need the Löwdin charges? In units of e they are:
1. C -0.07
2. N -0.23
3. N -0.44
4. O 0.07
5. O 0.07
6. Cl 0.31
7. H 0.07
8. H 0.10
9. H 0.11

(2)
Computed, not measured: a cluster of 2 separate species, C4H6NO4 in total, with wB97M-V/def2-TZVPD.

Calculated values
- E_LUMO (alpha / beta) (eV) = -1.26 / -1.07
- ΔE to the lowest compared entry with this formula, charge and spin (kcal per mole) = 6.85
- DFT total energy (Eh) = -511.47724
- frontier orbital gap (alpha / beta) (eV) = 5.34 / 9.34
- <S²> = 0.777
- HOMO (alpha / beta) (eV) = -6.61 / -10.42

```
! wB97M-V def2-TZVPD RIJCOSX def2/J DEFGRID3
* xyz 0 2
N -0.40 -2.57 1.55
O -1.20 -1.79 1.05
O -0.64 -3.59 2.16
O 1.01 -2.27 1.41
H 1.03 -1.42 0.90
C 1.98 0.26 -0.09
O 3.14 0.05 0.07
C 1.00 1.10 -0.64
C -0.32 0.82 -0.51
C -1.36 1.71 -1.08
H 1.37 1.98 -1.16
H -0.64 -0.07 0.03
H -2.36 1.30 -0.86
H -1.33 2.72 -0.65
H -1.28 1.79 -2.17
*
```

Need the Löwdin charges? In units of e they are:
1. N -0.39
2. O 0.07
3. O 0.14
4. O 0.10
5. H 0.08
6. C -0.14
7. O 0.16
8. C -0.11
9. C -0.20
10. C -0.12
11. H 0.14
12. H 0.06
13. H 0.07
14. H 0.08
15. H 0.08

(3)
Computed, not measured: a cluster of 2 separate species, C3H9S2 in total, with wB97M-V/def2-TZVPD.

Calculated values
- E_LUMO (eV) = 3.43
- ΔE to the lowest compared entry with this formula, charge and spin (kcal per mole) = 9.21
- DFT total energy (Eh) = -916.09991
- frontier orbital gap (eV) = 6.24
- HOMO (eV) = -2.81

```
! wB97M-V def2-TZVPD RIJCOSX def2/J DEFGRID3
* xyz -1 1
C 1.22 -0.73 -0.88
C 0.57 -1.03 0.47
S 0.77 0.26 1.73
C -0.46 1.49 1.19
H 0.94 -1.54 -1.54
H 2.29 -0.57 -0.71
H 0.82 0.20 -1.28
H 1.00 -1.93 0.93
H -0.51 -1.24 0.36
H -1.46 1.09 1.20
H -0.39 2.34 1.87
H -0.23 1.80 0.18
S -1.81 -0.02 -1.31
H -2.78 -0.12 -2.22
*
```

Need the Löwdin charges? In units of e they are:
1. C -0.24
2. C -0.65
3. S 0.70
4. C -0.48
5. H 0.05
6. H 0.05
7. H -0.01
8. H 0.05
9. H -0.03
10. H -0.02
11. H 0.01
12. H -0.01
13. S 0.01
14. H -0.44

(4)
Computed, not measured: a cluster of 2 separate species, CH7N2O in total, with wB97M-V/def2-TZVPD.

Calculated values
- E_LUMO (eV) = -3.45
- ΔE to the lowest compared entry with this formula, charge and spin (kcal per mole) = 8.45
- DFT total energy (Eh) = -226.82194
- frontier orbital gap (eV) = 12.25
- HOMO (eV) = -15.71

```
! wB97M-V def2-TZVPD RIJCOSX def2/J DEFGRID3
* xyz 1 1
N -0.51 0.49 -1.32
C 0.46 -0.03 -0.63
N 1.45 0.60 -0.04
H -0.61 1.48 -1.32
H -1.16 -0.09 -1.81
H 0.58 -1.10 -0.74
H 2.20 0.04 0.36
H 1.36 1.52 0.35
H -1.69 -0.40 2.07
H -1.04 -1.73 1.63
O -1.04 -0.79 1.45
*
```

Need the Löwdin charges? In units of e they are:
1. N 0.21
2. C -0.22
3. N 0.20
4. H 0.14
5. H 0.14
6. H 0.16
7. H 0.15
8. H 0.14
9. H 0.08
10. H 0.05
11. O -0.05

(5)
Computed, not measured: an isolated molecule of CH8N3P, with wB97M-V/def2-TZVPD.

Calculated values
- E_LUMO (eV) = 0.79
- ΔE to the lowest compared entry with this formula, charge and spin (kcal per mole) = 41.80
- DFT total energy (Eh) = -548.44523
- frontier orbital gap (eV) = 8.54
- HOMO (eV) = -7.75
- structure (SMILES) = C=P(N)(N)N

```
! wB97M-V def2-TZVPD RIJCOSX def2/J DEFGRID3
* xyz 0 1
C -1.04 -0.80 1.27
P -0.22 -0.12 -0.06
N 1.79 0.80 -0.33
N -0.10 -1.20 -1.27
N -0.98 1.24 -0.68
H -0.74 -1.72 1.50
H -1.22 -0.14 2.22
H 2.34 0.41 0.44
H 1.82 1.81 -0.15
H -0.14 -2.15 -0.93
H 0.81 -1.26 -1.69
H -0.96 2.17 -0.31
H -1.67 1.28 -1.38
*
```

Need the Löwdin charges? In units of e they are:
1. C -0.25
2. P 0.64
3. N -0.16
4. N -0.11
5. N -0.13
6. H -0.10
7. H 0.03
8. H -0.05
9. H -0.04
10. H 0.05
11. H 0.04
12. H 0.04
13. H 0.03

(6)
Computed, not measured: an isolated molecule of C2H2N4O2, with wB97M-V/def2-TZVPD.

Calculated values
- E_LUMO (eV) = -0.29
- ΔE to the lowest compared entry with this formula, charge and spin (kcal per mole) = 83.75
- DFT total energy (Eh) = -446.83925
- frontier orbital gap (eV) = 10.11
- HOMO (eV) = -10.40
- structure (SMILES) = O=c1[nH]nnnc1O

```
! wB97M-V def2-TZVPD RIJCOSX def2/J DEFGRID3
* xyz 0 1
O 0.69 -1.56 1.32
C 0.21 -0.63 0.71
N -0.68 0.26 1.18
N -1.11 1.36 0.58
N -0.91 1.63 -0.62
N -0.14 0.73 -1.38
C 0.48 -0.25 -0.70
O 1.20 -1.11 -1.31
H -1.10 0.16 2.15
H 1.77 -1.46 -0.60
*
```

Need the Löwdin charges? In units of e they are:
1. O 0.10
2. C -0.43
3. N 0.08
4. N -0.03
5. N -0.01
6. N 0.12
7. C -0.33
8. O 0.15
9. H 0.21
10. H 0.13

(7)
Computed, not measured: a cluster of 2 separate species, C4H14N2O in total, with wB97M-V/def2-TZVPD.

Calculated values
- E_LUMO (eV) = 0.86
- ΔE to the lowest compared entry with this formula, charge and spin (kcal per mole) = 38.93
- DFT total energy (Eh) = -345.51415
- frontier orbital gap (eV) = 9.45
- HOMO (eV) = -8.59
- structure (SMILES) = C[C@H](N)CCN.O

```
! wB97M-V def2-TZVPD RIJCOSX def2/J DEFGRID3
* xyz 0 1
C 2.10 0.32 -0.87
C 0.73 0.19 -0.17
N -0.23 1.14 -0.80
C 0.77 0.40 1.34
C -0.61 0.07 1.99
N -1.12 -1.25 1.57
H 2.93 0.01 -0.25
H 2.27 1.36 -1.17
H 2.00 -0.21 -1.82
H 0.35 -0.79 -0.42
H -0.17 1.00 -1.79
H -0.56 1.92 -0.29
H 1.61 -0.11 1.79
H 0.89 1.47 1.57
H -1.33 0.81 1.65
H -0.63 0.05 3.07
H -0.79 -2.04 2.09
H -1.92 -1.21 0.99
O -2.39 -1.23 -2.78
H -2.15 -0.49 -2.21
H -1.74 -1.41 -3.48
*
```

Need the Löwdin charges? In units of e they are:
1. C -0.07
2. C -0.46
3. N 0.03
4. C -0.17
5. C -0.26
6. N 0.00
7. H 0.07
8. H 0.07
9. H 0.07
10. H 0.11
11. H 0.06
12. H 0.06
13. H 0.10
14. H 0.11
15. H 0.09
16. H 0.10
17. H 0.06
18. H 0.05
19. O -0.07
20. H 0.00
21. H 0.05

(8)
Computed, not measured: an isolated molecule of C6H7N, with wB97M-V/def2-TZVPD.

Calculated values
- E_LUMO (eV) = 0.97
- ΔE to the lowest compared entry with this formula, charge and spin (kcal per mole) = 93.42
- DFT total energy (Eh) = -287.43835
- frontier orbital gap (eV) = 8.63
- HOMO (eV) = -7.67
- structure (SMILES) = CC1=CCC1=C=N

```
! wB97M-V def2-TZVPD RIJCOSX def2/J DEFGRID3
* xyz 0 1
C -0.38 -1.63 0.20
C -0.38 -0.13 0.14
C -1.32 0.80 -0.02
C -0.40 1.94 0.04
C 0.77 0.80 -0.04
C 2.07 0.49 0.06
N 3.24 0.17 0.08
H 0.36 -2.13 0.77
H -0.08 -1.91 -0.77
H -1.35 -2.09 0.43
H -2.43 0.57 0.09
H -0.13 2.31 1.01
H -0.43 2.77 -0.79
H 3.91 -0.24 -0.57
*
```

Need the Löwdin charges? In units of e they are:
1. C -0.04
2. C -0.29
3. C -0.09
4. C -0.11
5. C -0.14
6. C -0.12
7. N 0.15
8. H 0.06
9. H 0.07
10. H 0.09
11. H 0.13
12. H 0.09
13. H 0.13
14. H 0.08

F_max values (in eV/A) by entry order: 2.92, 4.75, 1.17, 1.56, 5.26, 3.84, 2.38, 3.76.